{"formula": "C38H97N17O14", "method": "ωB97M-V/def2-TZVPD", "e_above_lowest_kj_mol": 0.0, "charge": 0, "lumo_ha": 0.0049, "smiles": "CC1(C)CCCC(C)(C)N1O.CC1(C)CCCC(C)(C)N1O.CC1(C)CCCC(C)(C)N1O.NC(N)=O.NC(N)=O.NC(N)=O.NC(N)=O.NC(N)=O.NC(N)=O.NC(N)=O.OCCO.OCCO", "max_force_ha_per_bohr": 0.05921, "species": ["C", "C", "C", "C", "C", "C", "C", "C", "C", "N", "O", "H", "H", "H", "H", "H", "H", "H", "H", "H", "H", "H", "H", "H", "H", "H", "H", "H", "H", "H", "C", "C", "C", "C", "C", "C", "C", "C", "C", "N", "O", "H", "H", "H", "H", "H", "H", "H", "H", "H", "H", "H", "H", "H", "H", "H", "H", "H", "H", "H", "C", "C", "C", "C", "C", "C", "C", "C", "C", "N", "O", "H", "H", "H", "H", "H", "H", "H", "H", "H", "H", "H", "H", "H", "H", "H", "H", "H", "H", "H", "N", "C", "N", "O", "H", "H", "H", "H", "N", "C", "N", "O", "H", "H", "H", "H", "N", "C", "N", "O", "H", "H", "H", "H", "N", "C", "N", "O", "H", "H", "H", "H", "N", "C", "N", "O", "H", "H", "H", "H", "N", "C", "N", "O", "H", "H", "H", "H", "N", "C", "N", "O", "H", "H", "H", "H", "O", "C", "C", "O", "H", "H", "H", "H", "H", "H", "O", "C", "C", "O", "H", "H", "H", "H", "H", "H"], "xyz": [[4.545, 20.194, 17.064], [4.494, 19.426, 15.744], [4.064, 17.964, 15.897], [3.490, 20.163, 14.858], [3.518, 19.823, 13.369], [4.967, 19.972, 12.873], [5.989, 19.112, 13.669], [5.931, 17.623, 13.329], [7.345, 19.725, 13.200], [5.845, 19.467, 15.105], [6.774, 18.741, 15.870], [5.131, 21.087, 16.825], [3.588, 20.472, 17.495], [5.165, 19.665, 17.792], [4.050, 17.449, 14.937], [4.709, 17.359, 16.537], [3.060, 17.865, 16.318], [2.502, 20.126, 15.320], [3.780, 21.220, 14.911], [3.117, 18.829, 13.166], [2.958, 20.557, 12.787], [5.283, 21.014, 12.857], [4.981, 19.630, 11.833], [6.158, 16.963, 14.161], [6.684, 17.432, 12.562], [4.968, 17.453, 12.846], [8.190, 19.338, 13.776], [7.382, 20.812, 13.166], [7.531, 19.363, 12.185], [7.377, 19.381, 16.263], [10.758, 21.164, 15.694], [10.922, 20.939, 17.232], [12.022, 19.899, 17.362], [11.550, 22.228, 17.770], [10.646, 23.480, 17.819], [9.380, 23.058, 18.568], [8.690, 21.740, 18.113], [7.734, 21.306, 19.198], [7.871, 22.088, 16.821], [9.719, 20.706, 17.993], [9.126, 19.454, 17.676], [11.766, 21.214, 15.279], [10.438, 20.174, 15.348], [10.140, 21.962, 15.304], [12.340, 19.650, 18.378], [11.702, 18.920, 16.976], [12.935, 20.015, 16.778], [11.838, 22.080, 18.816], [12.433, 22.428, 17.162], [11.248, 24.261, 18.289], [10.460, 23.898, 16.823], [8.604, 23.839, 18.539], [9.715, 23.025, 19.611], [7.032, 20.534, 18.875], [7.094, 22.070, 19.652], [8.199, 20.900, 20.101], [7.538, 21.167, 16.347], [8.442, 22.630, 16.067], [7.042, 22.718, 17.133], [9.653, 18.798, 18.142], [-0.097, 25.435, 19.756], [-1.494, 25.572, 20.434], [-1.736, 24.365, 21.337], [-1.437, 26.826, 21.331], [-1.572, 28.149, 20.598], [-2.808, 28.138, 19.702], [-2.884, 26.944, 18.735], [-4.381, 26.774, 18.395], [-2.046, 27.180, 17.470], [-2.574, 25.683, 19.450], [-2.590, 24.615, 18.551], [-0.067, 24.869, 18.823], [0.343, 26.425, 19.624], [0.577, 24.854, 20.389], [-2.576, 24.567, 22.004], [-1.856, 23.428, 20.792], [-0.885, 24.185, 22.001], [-2.293, 26.813, 22.007], [-0.461, 26.883, 21.811], [-1.704, 28.851, 21.425], [-0.710, 28.469, 20.008], [-2.808, 29.027, 19.066], [-3.736, 28.189, 20.273], [-5.031, 26.720, 19.266], [-4.544, 25.848, 17.842], [-4.748, 27.566, 17.735], [-2.346, 26.500, 16.669], [-0.973, 27.080, 17.631], [-2.279, 28.162, 17.053], [-1.696, 24.511, 18.191], [-1.131, 18.205, 21.837], [0.164, 18.643, 21.744], [0.286, 20.000, 21.819], [1.083, 17.941, 21.348], [-1.786, 18.853, 22.235], [-1.510, 17.361, 21.456], [1.207, 20.377, 21.689], [-0.434, 20.560, 22.235], [2.471, 26.142, 22.212], [1.767, 25.414, 23.113], [1.265, 26.107, 24.153], [1.811, 24.178, 23.050], [3.102, 25.623, 21.616], [2.295, 27.129, 22.178], [1.413, 27.094, 24.234], [0.664, 25.623, 24.803], [7.869, 25.563, 22.833], [6.877, 24.608, 22.814], [6.430, 24.272, 24.048], [6.384, 24.122, 21.798], [8.220, 25.810, 21.926], [8.387, 25.636, 23.688], [6.730, 24.829, 24.830], [5.501, 23.885, 24.132], [0.401, 22.531, 24.997], [0.626, 22.707, 26.326], [0.169, 21.702, 27.126], [1.227, 23.698, 26.734], [0.969, 23.105, 24.388], [-0.161, 21.766, 24.677], [0.013, 20.780, 26.762], [0.262, 21.801, 28.120], [3.877, 22.309, 25.112], [5.049, 21.617, 24.895], [5.089, 21.099, 23.645], [5.900, 21.372, 25.737], [3.207, 22.257, 24.364], [3.641, 22.698, 26.007], [4.370, 21.277, 22.960], [5.828, 20.457, 23.426], [4.171, 24.475, 17.671], [3.319, 24.221, 16.637], [3.547, 24.890, 15.485], [2.470, 23.340, 16.834], [3.869, 23.900, 18.443], [5.041, 24.986, 17.624], [2.927, 24.853, 14.700], [4.263, 25.582, 15.623], [0.845, 21.098, 17.678], [-0.364, 21.362, 18.242], [-0.998, 22.481, 17.776], [-0.864, 20.621, 19.080], [1.396, 21.848, 17.271], [1.356, 20.372, 18.151], [-1.860, 22.816, 18.169], [-0.650, 22.889, 16.924], [2.676, 22.022, 22.129], [2.546, 21.968, 20.713], [3.820, 22.501, 20.091], [4.083, 23.849, 20.499], [2.362, 22.934, 22.350], [2.374, 20.986, 20.264], [1.694, 22.592, 20.424], [3.755, 22.482, 19.002], [4.699, 21.961, 20.453], [4.955, 23.863, 20.932], [6.210, 27.346, 19.140], [6.353, 26.079, 19.817], [7.340, 25.160, 19.116], [6.979, 25.024, 17.742], [6.581, 27.190, 18.263], [6.631, 26.359, 20.830], [5.367, 25.633, 19.942], [7.385, 24.199, 19.624], [8.376, 25.501, 19.227], [7.696, 24.598, 17.262]]}